[1]
Formula: C29H38FIrN5OS2
Source: the Open Molecules 2025 dataset
Level of theory: ωB97M-V/def2-TZVPD

Output
Relative energy (zero: lowest compared OMol25 entry of this formula, charge and spin)   0.0 kcal/mol
HOMO level   -0.38471 Ha
Kohn-Sham gap   0.2918 hartree

Geometry as ORCA input:
```
! wB97M-V def2-TZVPD RIJCOSX def2/J DEFGRID3
* xyz 1 1
Ir 0.0929 0.6509 0.7300
C 2.4645 -1.2562 2.0073
N 1.8538 0.0716 2.1722
C 1.5135 0.2075 3.5966
C 2.8343 1.1258 1.8036
C 2.8633 1.3713 0.3193
C 4.0533 1.6833 -0.3236
C 4.0576 1.9922 -1.6782
C 2.8627 1.9608 -2.3806
C 1.6749 1.6202 -1.7395
C 1.6368 1.3327 -0.3751
H 3.2764 -1.3945 2.7306
H 2.8755 -1.3671 1.0117
H 1.7149 -2.0284 2.1734
H 2.4118 0.1092 4.2163
H 0.8108 -0.5748 3.8824
H 1.0667 1.1792 3.7921
H 3.8282 0.8681 2.1891
H 2.5207 2.0377 2.3210
H 4.9823 1.6959 0.2365
H 4.9828 2.2483 -2.1769
H 2.8531 2.1951 -3.4386
H 0.7673 1.5817 -2.3297
C 1.0535 4.1769 0.8797
C 0.1225 3.5476 1.8564
N -0.2387 2.2822 1.9389
C -1.2163 2.1003 2.9173
C -1.5527 3.2204 3.5936
S -0.6647 4.5456 3.0007
C -1.7431 0.7573 3.1078
C -2.5681 0.3084 4.0860
S -2.7781 -1.3753 3.9203
C -1.7571 -1.3915 2.5458
N -1.3082 -0.2064 2.2240
C -1.4197 -2.6648 1.8566
H 1.5765 3.4295 0.2973
H 1.7760 4.8103 1.3950
H 0.4851 4.8082 0.1944
H -2.2725 3.3244 4.3876
H -3.0279 0.8641 4.8856
H -1.8034 -3.5184 2.4124
H -0.3393 -2.7591 1.7567
H -1.8400 -2.6682 0.8584
F -5.6751 -1.2082 -2.7414
C -4.6245 -0.5617 -2.1982
C -3.6096 -0.1205 -3.0213
C -2.5276 0.5339 -2.4471
C -2.4543 0.7658 -1.0741
C -1.3324 1.5666 -0.4867
C -3.5104 0.3078 -0.2836
C -4.5963 -0.3594 -0.8318
H -3.6774 -0.2828 -4.0890
H -1.7341 0.9021 -3.0884
H -1.7978 2.3525 0.1206
H -0.8237 2.0908 -1.2962
H -3.4951 0.4995 0.7841
H -5.4224 -0.7030 -0.2234
C -2.1047 -2.7440 -1.6116
N -0.6911 -2.7602 -1.9364
C -0.2775 -3.9052 -2.7328
C 0.1768 -1.8104 -1.5053
O -0.1165 -1.1115 -0.5040
N 1.3236 -1.7192 -2.2450
C 2.6097 -1.4393 -1.6415
C 1.2594 -1.5953 -3.6951
H -2.6895 -2.7674 -2.5321
H -2.3517 -1.8414 -1.0644
H -2.3695 -3.6282 -1.0266
H -0.7587 -4.7957 -2.3265
H 0.7992 -4.0345 -2.6833
H -0.5796 -3.8082 -3.7781
H 3.1681 -2.3647 -1.4701
H 2.4723 -0.9075 -0.7129
H 3.1935 -0.7945 -2.2958
H 0.2415 -1.7328 -4.0478
H 1.9029 -2.3301 -4.1837
H 1.5905 -0.5948 -3.9852
*
```

Here are the Löwdin charges for atoms 1 to 8, given in e: number 1, Ir, carries 1.286; number 2, C, carries -0.057; number 3, N, carries -0.325; number 4, C, carries -0.077; number 5, C, carries -0.154; number 6, C, carries -0.279; number 7, C, carries -0.040; number 8, C, carries -0.083

=====

[2]
Formula: C29H28N2NiO6S2
Source: the Open Molecules 2025 dataset
Level of theory: ωB97M-V/def2-TZVPD

Output
⟨S²⟩   2.004
Relative energy (zero: lowest compared OMol25 entry of this formula, charge and spin)   49.9 kcal/mol
HOMO level (spin up / spin down)   -0.27078 / -0.27071 Ha
Kohn-Sham gap (spin up / spin down)   0.2581 / 0.2091 hartree

Geometry as ORCA input:
```
! wB97M-V def2-TZVPD RIJCOSX def2/J DEFGRID3
* xyz 0 3
Ni -1.0985 -1.4953 0.2440
O 0.8379 -0.7275 0.4301
S 1.7956 0.2640 -0.2411
C 3.0877 -0.7695 -1.0146
C 2.6252 -2.1630 -1.4078
C 2.8201 -3.1665 -0.2702
C 2.0918 -4.4822 -0.5172
S 0.3512 -4.4241 -0.0315
O -0.1321 -3.1182 -0.6186
C 0.6060 -4.1844 1.7322
C -0.0160 -3.1472 2.4038
C 0.2239 -2.9312 3.7519
C 1.0656 -3.7882 4.4412
C 1.6343 -4.8739 3.7888
C 1.4046 -5.0791 2.4389
C 1.0045 0.8063 -1.7437
C 1.6139 1.8150 -2.4772
C 1.0080 2.2636 -3.6391
C -0.1999 1.7197 -4.0562
C -0.8105 0.7217 -3.3105
C -0.1987 0.2659 -2.1528
H 3.9088 -0.7960 -0.2957
H 3.4111 -0.1805 -1.8734
H 3.1883 -2.4980 -2.2823
H 1.5772 -2.1282 -1.7010
H 2.4794 -2.7386 0.6750
H 3.8892 -3.3678 -0.1611
H 2.5184 -5.3247 0.0246
H 2.0794 -4.7427 -1.5776
H -0.7413 -2.5196 1.8945
H -0.2619 -2.1094 4.2584
H 1.2610 -3.6252 5.4922
H 2.2582 -5.5683 4.3341
H 1.8461 -5.9365 1.9494
H 2.5362 2.2654 -2.1317
H 1.4712 3.0564 -4.2098
H -0.6668 2.0729 -4.9652
H -1.7559 0.2991 -3.6221
H -0.6632 -0.5362 -1.5868
O -5.9161 3.1644 -0.5257
C -6.1255 2.2450 0.2819
O -7.1129 1.9415 0.9589
C -4.9124 1.3487 0.4606
C -3.7546 1.8241 1.0812
C -2.6342 1.0336 1.1449
N -2.5762 -0.1965 0.6211
C -3.7210 -0.7051 0.1128
C -4.8783 0.0284 0.0108
C -3.6684 -2.1877 -0.2090
O -4.5902 -2.7694 -0.7308
O -2.5507 -2.7333 0.1906
H -3.7359 2.8212 1.4997
H -1.7464 1.3854 1.6548
H -5.7565 -0.4467 -0.4051
N 0.2851 2.5014 0.6931
C 0.7916 3.7614 0.3614
C 1.7607 4.3683 1.1562
C 2.2937 5.5929 0.7864
C 1.8800 6.2214 -0.3788
C 0.9197 5.6105 -1.1731
C 0.3741 4.3909 -0.8095
H 0.3117 2.2527 1.6694
H -0.5929 2.2733 0.2507
H 2.0893 3.8822 2.0670
H 3.0374 6.0599 1.4183
H 2.2883 7.1829 -0.6560
H 0.5853 6.0886 -2.0842
H -0.3945 3.9319 -1.4196
*
```

Here are the Löwdin charges for atoms 1 to 8, given in e: number 1, Ni, carries 0.702; number 2, O, carries -0.553; number 3, S, carries 1.052; number 4, C, carries -0.300; number 5, C, carries -0.229; number 6, C, carries -0.222; number 7, C, carries -0.310; number 8, S, carries 1.085

=====

[3]
Formula: C36H61NO13S
Source: the Open Molecules 2025 dataset
Level of theory: ωB97M-V/def2-TZVPD

Output
SMILES string   [H]/N=C/Cc1cc2c(cc1S)C(=O)c1ccc(O)cc1C2=O.COCCOC.COCCOC.COCCOC.COCCOC.COCCOC
Relative energy (zero: lowest compared OMol25 entry of this formula, charge and spin)   19.8 kcal/mol
HOMO level   -0.33592 Ha
Kohn-Sham gap   0.3035 hartree

Geometry as ORCA input:
```
! wB97M-V def2-TZVPD RIJCOSX def2/J DEFGRID3
* xyz 0 1
H -2.3689 2.7995 2.0994
N -2.5237 2.4643 3.0504
C -1.5998 1.6630 3.3656
C -1.5662 1.0028 4.7247
C -0.2820 0.2580 4.9798
C 0.5988 0.7087 5.9606
C 1.8194 0.0819 6.1656
C 2.1716 -1.0363 5.4056
C 1.2840 -1.5296 4.4608
C 0.0723 -0.8814 4.2418
S -1.0896 -1.5764 3.0931
C 3.4975 -1.6847 5.6397
O 3.6861 -2.8681 5.4625
C 4.5708 -0.7545 6.0958
C 5.9045 -0.9750 5.7690
C 6.8725 -0.0696 6.1770
C 6.5156 1.0395 6.9385
O 7.5070 1.8873 7.3816
C 5.1909 1.2530 7.3009
C 4.2203 0.3645 6.8618
C 2.7780 0.5819 7.1966
O 2.4124 1.1220 8.2160
H -0.7756 1.4226 2.6851
H -2.4269 0.3392 4.8174
H -1.6720 1.7958 5.4669
H 0.3532 1.5651 6.5766
H 1.5336 -2.4245 3.9045
H -0.3571 -1.6008 1.9736
H 6.1852 -1.8444 5.1896
H 7.9147 -0.2102 5.9215
H 7.4762 2.7131 6.8877
H 4.9166 2.0962 7.9222
C -4.1960 1.3723 -3.2018
O -5.3278 1.6342 -2.3919
C -5.1175 1.3410 -1.0214
C -4.7936 2.5760 -0.2104
O -3.5660 3.1726 -0.6023
C -3.7198 4.2792 -1.4711
H -4.3567 1.8665 -4.1593
H -3.2787 1.7569 -2.7502
H -4.0817 0.2976 -3.3773
H -4.3165 0.6026 -0.9096
H -6.0395 0.8999 -0.6315
H -4.6893 2.2855 0.8394
H -5.6122 3.2991 -0.2808
H -4.0584 5.1634 -0.9204
H -4.4286 4.0646 -2.2741
H -2.7436 4.4903 -1.9059
C 0.2362 -3.1949 -0.4246
O 0.1302 -3.8226 0.8398
C -0.9901 -4.6894 0.9638
C -0.6177 -6.1393 0.7551
O -0.1540 -6.3949 -0.5607
C 1.2557 -6.4518 -0.6677
H 1.2369 -2.7700 -0.4953
H 0.0914 -3.9051 -1.2413
H -0.4991 -2.3866 -0.5252
H -1.7742 -4.3978 0.2569
H -1.3840 -4.5717 1.9786
H -1.5084 -6.7530 0.9157
H 0.1351 -6.4406 1.4908
H 1.6391 -7.3978 -0.2701
H 1.7350 -5.6236 -0.1405
H 1.5049 -6.3907 -1.7260
C -0.4154 1.1607 -7.9519
O -0.2059 2.4076 -7.3105
C -1.2871 2.8089 -6.4850
C -1.0308 2.5154 -5.0236
O -0.9325 1.1263 -4.7622
C 0.3983 0.6548 -4.6591
H 0.5497 0.8204 -8.3243
H -0.8154 0.4159 -7.2610
H -1.1010 1.2707 -8.7987
H -2.2143 2.3250 -6.8086
H -1.4123 3.8897 -6.6051
H -1.8733 2.8961 -4.4376
H -0.1274 3.0357 -4.6885
H 0.8388 0.9406 -3.6976
H 1.0256 1.0371 -5.4674
H 0.3639 -0.4317 -4.7208
C -1.9870 -7.0372 7.1260
O -1.2702 -5.8337 7.3252
C -0.3202 -5.5592 6.3095
C -0.8400 -4.5726 5.2886
O -1.9455 -5.0783 4.5566
C -3.1964 -4.6034 5.0175
H -2.8397 -7.0234 7.8030
H -2.3478 -7.1269 6.0987
H -1.3630 -7.9059 7.3635
H -0.0153 -6.4854 5.8110
H 0.5624 -5.1288 6.7913
H -0.0440 -4.3652 4.5660
H -1.1034 -3.6266 5.7739
H -3.3595 -3.5680 4.6967
H -3.2715 -4.6577 6.1059
H -3.9678 -5.2334 4.5769
C 0.9810 7.4650 -9.8467
O 0.8478 6.7419 -8.6379
C 0.7481 5.3373 -8.8188
C 2.0686 4.6367 -8.5864
O 3.0479 5.0200 -9.5404
C 3.9503 6.0023 -9.0699
H 1.2989 8.4742 -9.5891
H 1.7247 7.0137 -10.5072
H 0.0223 7.5221 -10.3741
H 0.3730 5.1067 -9.8213
H 0.0237 4.9618 -8.0934
H 1.9140 3.5599 -8.6849
H 2.4256 4.8334 -7.5702
H 4.6849 5.5616 -8.3866
H 3.4313 6.8163 -8.5587
H 4.4752 6.4046 -9.9351
*
```

Here are the Löwdin charges for atoms 1 to 8, given in e: number 1, H, carries 0.040; number 2, N, carries 0.102; number 3, C, carries -0.264; number 4, C, carries -0.160; number 5, C, carries -0.230; number 6, C, carries 0.054; number 7, C, carries -0.075; number 8, C, carries -0.078

=====

[4]
Formula: C38H34FeN2O3P2S
Source: the Open Molecules 2025 dataset
Level of theory: ωB97M-V/def2-TZVPD

Output
⟨S²⟩   1.242
HOMO level (spin up / spin down)   -0.61045 / -0.60632 Ha
Kohn-Sham gap (spin up / spin down)   0.2203 / 0.2915 hartree

Geometry as ORCA input:
```
! wB97M-V def2-TZVPD RIJCOSX def2/J DEFGRID3
* xyz 3 2
Fe 0.0637 -1.0831 1.1595
O -0.2320 0.8268 1.2484
S -0.1487 2.0298 0.3051
C -1.5074 1.7737 -0.8453
C -1.9004 2.8616 -1.6017
C -2.8613 2.7001 -2.5945
C -3.4265 1.4582 -2.8207
C -3.0790 0.3812 -2.0145
C -2.1272 0.5284 -1.0043
P -2.0893 -0.7695 0.2338
C -3.3947 -0.4814 1.4153
C -4.6708 -0.9185 1.0284
C -5.7609 -0.6454 1.8354
C -5.5837 0.0627 3.0186
C -4.3202 0.5040 3.3918
C -3.2190 0.2398 2.5948
C -2.1861 -2.3774 -0.5304
C -2.7560 -3.4540 0.1620
C -2.6504 -4.7328 -0.3608
C -1.9681 -4.9477 -1.5574
C -1.3927 -3.8809 -2.2408
C -1.4950 -2.5956 -1.7304
C 1.2114 1.8380 -0.8730
C 1.3487 2.9165 -1.7356
C 2.3325 2.8990 -2.7126
C 3.1856 1.8111 -2.8179
C 3.0794 0.7610 -1.9180
C 2.1021 0.7650 -0.9234
P 2.1348 -0.5218 0.3359
C 3.1542 -1.8811 -0.2385
C 2.5871 -2.7904 -1.1397
C 3.3479 -3.8384 -1.6305
C 4.6691 -3.9864 -1.2180
C 5.2310 -3.0870 -0.3227
C 4.4779 -2.0293 0.1703
C 2.8914 0.1963 1.7993
C 2.9363 -0.5934 2.9528
C 3.4883 -0.0909 4.1177
C 3.9946 1.2040 4.1375
C 3.9544 1.9897 2.9949
C 3.4022 1.4923 1.8219
H -1.4792 3.8428 -1.4243
H -3.1664 3.5533 -3.1855
H -4.1684 1.3308 -3.5973
H -3.5792 -0.5696 -2.1513
H -4.8175 -1.4633 0.1028
H -6.7462 -0.9796 1.5401
H -6.4363 0.2770 3.6491
H -4.1902 1.0614 4.3098
H -2.2425 0.5951 2.8927
H -3.2961 -3.2851 1.0862
H -3.1192 -5.5641 0.1499
H -1.9007 -5.9475 -1.9662
H -0.8823 -4.0505 -3.1798
H -1.0575 -1.7630 -2.2707
H 0.7084 3.7849 -1.6518
H 2.4325 3.7421 -3.3826
H 3.9531 1.7914 -3.5796
H 3.7786 -0.0639 -1.9736
H 1.5637 -2.6575 -1.4826
H 2.9207 -4.5356 -2.3393
H 5.2627 -4.8055 -1.6014
H 6.2602 -3.2032 -0.0108
H 4.9203 -1.3254 0.8644
H 2.5625 -1.6142 2.9390
H 3.5333 -0.7044 5.0073
H 4.4292 1.5971 5.0471
H 4.3631 2.9912 3.0115
H 3.3971 2.1087 0.9318
C -1.2841 -4.3235 4.8910
O -1.3439 -2.9604 4.3897
C -0.8043 -2.6344 3.2644
O -0.8416 -1.4510 2.8781
N -0.1818 -3.5630 2.4942
N 0.3810 -3.1005 1.2856
H -1.8316 -4.3026 5.8253
H -0.2503 -4.6088 5.0806
H -1.7764 -5.0010 4.1937
H -0.0944 -4.5373 2.7399
H -0.0444 -3.6094 0.5054
H 1.3827 -3.3006 1.2692
*
```

Here are the Löwdin charges for atoms 1 to 8, given in e: number 1, Fe, carries 0.411; number 2, O, carries -0.604; number 3, S, carries 1.178; number 4, C, carries -0.345; number 5, C, carries -0.053; number 6, C, carries -0.001; number 7, C, carries -0.007; number 8, C, carries -0.047

=====

[5]
Formula: C9H14S
Source: the Open Molecules 2025 dataset
Level of theory: ωB97M-V/def2-TZVPD

Output
SMILES string   Cc1ccccc1.CSC
Relative energy (zero: lowest compared OMol25 entry of this formula, charge and spin)   1.8 kcal/mol
HOMO level   -0.30168 Ha
Kohn-Sham gap   0.3364 hartree

Geometry as ORCA input:
```
! wB97M-V def2-TZVPD RIJCOSX def2/J DEFGRID3
* xyz 0 1
C -0.6080 0.1231 3.3415
C 0.0868 0.3372 2.0203
C 1.0522 -0.5764 1.6139
C 1.8214 -0.3561 0.4767
C 1.5509 0.7503 -0.3215
C 0.5397 1.6203 0.0480
C -0.1848 1.4377 1.2144
H 0.0671 0.1933 4.1952
H -1.0710 -0.8580 3.3872
H -1.3781 0.8880 3.4942
H 1.3178 -1.4389 2.2096
H 2.4992 -1.1164 0.1117
H 2.1642 1.0162 -1.1736
H 0.3643 2.4844 -0.5765
H -0.9453 2.1414 1.5247
C -0.4070 0.0403 -3.5129
S -1.8053 -0.1939 -2.3964
C -1.2314 -1.4853 -1.2814
H 0.4174 0.5480 -3.0094
H -0.0531 -0.9159 -3.9013
H -0.7750 0.6466 -4.3327
H -2.1282 -2.0120 -0.9558
H -0.7197 -1.0568 -0.4187
H -0.5740 -2.2170 -1.7571
*
```

Here are the Löwdin charges for atoms 1 to 8, given in e: number 1, C, carries -0.052; number 2, C, carries -0.287; number 3, C, carries -0.072; number 4, C, carries -0.092; number 5, C, carries -0.115; number 6, C, carries -0.100; number 7, C, carries -0.047; number 8, H, carries 0.080

=====

What calculated total energy values result from the calculations? In sequence: -67411.09391; -108504.73778; -77257.84198; -112855.47178; -20395.20657 eV.